The following is a quantum chemistry calculation of a structure of composition C46H102F12N3O29S4 in a non-equilibrium geometry, from the Open Molecules 2025 dataset.

The geometry in XYZ format:
```
196
Properties=species:S:1:pos:R:3:forces:R:3
N 0.17591 0.50453 1.50794 -1.386 0.544 -1.397
H -0.51214 0.18214 0.79318 0.399 0.215 0.114
H -0.24803 0.26824 2.39100 0.194 -0.237 0.843
H 0.28855 1.50472 1.43771 0.249 0.802 -0.102
H 1.04929 0.06333 1.29701 1.092 -0.589 0.300
C -0.07145 -1.88348 5.84531 0.330 0.819 -2.495
F -1.08278 -1.96495 6.61015 -2.509 -0.216 1.329
F 0.58965 -0.78646 6.18969 0.808 -0.112 -0.096
F 0.61305 -2.99511 5.97658 1.337 -0.570 0.187
S -0.46252 -1.77262 3.95060 3.296 -0.544 -0.304
O 0.87508 -1.44805 3.34750 -2.664 -0.947 1.335
O -1.04550 -3.05401 3.59027 0.107 1.195 0.337
N -1.32534 -0.47256 3.70414 0.305 -0.336 0.263
S -2.80513 -0.33002 4.20840 -1.160 1.732 0.133
O -3.57326 0.30079 3.16740 0.165 -0.569 0.027
O -3.30220 -1.41590 4.97446 -0.320 -1.097 -0.087
C -2.79997 1.00287 5.49245 -1.292 1.790 -0.182
F -4.16615 1.30639 5.67219 2.156 -0.412 -0.133
F -2.29080 0.69233 6.66495 -0.037 -0.499 0.016
F -2.17347 2.12524 5.07837 -0.555 -0.739 -0.031
C 0.93888 3.73762 6.06656 2.141 1.915 -3.676
F 0.28019 2.96715 6.82936 -0.317 -1.340 1.240
F 2.17831 3.19917 5.61407 -1.878 -0.381 0.839
F 0.21234 3.90890 4.90229 0.441 -0.297 0.976
S 1.51812 5.37517 6.69566 -0.747 1.276 -3.615
O 2.57683 5.04257 7.53843 2.240 -0.663 1.880
O 1.77606 6.17353 5.50606 0.527 -1.107 0.395
N 0.22084 5.87537 7.29175 -2.205 0.560 1.561
S 0.09520 6.79343 8.56121 1.749 -0.605 -1.446
O 1.32471 7.39921 8.95602 0.362 0.694 0.097
O -1.09506 7.54902 8.46364 -1.065 0.565 0.327
C -0.14793 5.59265 9.85270 1.977 -0.952 0.117
F 0.87830 4.69083 10.05440 -0.036 1.465 -0.001
F -0.36310 6.27925 10.94731 -0.205 0.124 1.501
F -1.12889 4.82369 9.56769 -2.957 -1.290 -0.290
C 2.57722 1.20739 -8.39345 0.061 0.049 0.565
O 2.37208 2.59299 -8.22367 0.284 -0.071 -0.175
C 1.47073 2.98292 -7.20598 0.401 0.441 0.160
C 1.95308 3.03271 -5.75228 0.976 -0.279 -0.731
O 3.12554 3.87704 -5.65025 -1.583 -0.113 1.764
C 3.36664 4.31462 -4.25226 0.775 0.684 -2.087
C 4.17265 5.64612 -4.46592 -0.199 -0.672 0.476
O 4.19298 6.19074 -3.17023 0.850 0.375 0.804
C 5.17447 7.16896 -2.84069 -1.123 0.531 0.421
H 3.27847 1.05249 -9.19665 0.029 0.206 -0.546
H 1.67818 0.60312 -8.56536 -0.245 0.393 -0.141
H 3.06673 0.77609 -7.53615 0.205 -0.220 0.711
H 0.63541 2.31308 -7.23592 -0.927 -0.348 0.087
H 1.14578 3.98710 -7.46793 -0.087 0.051 -0.144
H 2.22510 1.98848 -5.46475 -0.213 0.582 0.309
H 1.09230 3.43244 -5.17146 0.538 -0.288 -0.103
H 3.99965 3.52472 -3.79067 -0.569 0.625 0.165
H 2.44491 4.59176 -3.63666 1.003 -0.697 -1.024
H 3.64335 6.29120 -5.17214 -0.331 0.002 0.051
H 5.18530 5.54052 -4.91082 -0.346 -0.444 0.483
H 4.91629 8.11250 -3.29669 -0.076 0.492 -0.638
H 6.20010 6.94937 -3.13229 0.051 -0.520 0.150
H 5.05692 7.41437 -1.76292 0.393 -0.723 -0.539
C -4.46698 2.01068 -8.18802 0.182 0.095 -0.658
O -5.07240 2.41676 -7.00947 -0.734 0.552 0.827
C -6.25172 1.68008 -6.71467 1.725 -1.016 1.482
C -6.67029 2.01608 -5.28531 -2.230 -0.528 0.754
O -5.69322 1.78118 -4.32374 1.721 -0.692 -0.086
C -6.05734 1.88548 -2.94503 -0.322 2.272 -1.872
C -4.89146 1.89826 -2.02789 0.021 -1.789 1.017
O -4.17682 3.09130 -1.95094 0.461 0.051 -0.475
C -3.04459 2.94581 -1.07386 -1.039 1.431 0.654
H -4.26151 0.92705 -8.13654 -0.044 0.220 -0.409
H -3.52460 2.55967 -8.32249 -0.220 -0.197 0.252
H -5.12166 2.29057 -9.03047 0.211 -0.500 -0.123
H -5.94661 0.60746 -6.71619 -0.439 0.311 -0.200
H -7.06166 1.83701 -7.41892 -0.200 0.216 -0.178
H -7.63377 1.39375 -5.00407 1.460 1.089 -0.727
H -6.91030 3.07331 -5.22392 -0.479 0.375 -0.172
H -6.72773 1.09372 -2.76065 -0.778 -1.192 0.760
H -6.60825 2.83313 -2.81476 -0.022 -0.117 0.082
H -4.27626 0.99487 -2.24334 0.201 0.584 -0.161
H -5.32738 1.64193 -1.03620 0.158 0.282 -0.080
H -2.28357 2.29277 -1.49786 -0.012 -0.347 0.148
H -3.50650 2.58351 -0.11186 1.160 0.188 -0.531
H -2.58321 3.98054 -0.94481 -0.744 -1.366 -0.109
C -5.79369 -2.02997 -0.98237 2.088 2.097 1.198
O -4.32319 -2.11788 -0.90693 -1.339 0.424 -0.304
C -3.84006 -1.50992 0.27070 -1.374 0.389 1.830
C -2.39757 -1.81107 0.50119 0.686 -1.121 -0.868
O -1.48334 -0.90494 -0.13979 -1.144 -1.065 -0.829
C -1.61691 -0.96466 -1.55907 0.508 2.702 -0.437
C -0.24314 -0.58836 -2.12443 -2.739 0.091 -0.413
O 0.15819 0.66032 -1.66600 0.188 1.079 -0.976
C 1.31147 1.04603 -2.45805 0.004 1.092 2.989
H -6.04175 -2.39111 -1.94006 -0.517 -0.458 -0.983
H -6.13056 -0.94578 -0.83769 0.440 -1.275 -0.375
H -6.20671 -2.59332 -0.16616 -0.371 -0.494 0.261
H -4.42215 -1.92544 1.15572 0.618 0.417 -0.755
H -3.99772 -0.41119 0.31025 -0.104 -0.346 -0.282
H -2.31141 -2.86212 0.06589 0.577 1.024 0.652
H -2.06684 -1.77318 1.53178 -0.531 -0.290 0.219
H -2.44421 -0.24705 -1.94662 1.252 -1.136 0.689
H -1.80318 -1.94477 -1.92930 -0.543 -1.021 0.019
H -0.40306 -0.59866 -3.21831 0.662 -0.218 0.365
H 0.42053 -1.31862 -1.73590 1.024 -1.045 -0.071
H 1.10756 1.66608 -3.33939 -0.102 -0.515 0.181
H 1.82589 0.12400 -2.59386 0.847 -0.483 -0.981
H 1.89743 1.61134 -1.69249 -0.084 0.013 -0.990
C -0.09188 4.49773 1.18430 -0.835 1.004 -0.031
O 0.82453 3.45028 1.29716 0.017 -0.625 0.237
C 2.06049 3.92550 1.81046 -0.088 1.658 -1.113
C 2.83200 2.87323 2.45724 0.672 -1.789 1.668
O 2.98255 1.80210 1.52807 0.231 -0.283 0.238
C 4.03278 0.89806 1.82144 0.658 0.272 0.213
C 3.98713 -0.17269 0.75372 -1.056 0.270 0.300
O 2.74154 -0.88855 0.91235 0.366 -0.473 -0.714
C 2.66664 -2.10880 0.12835 1.896 1.363 0.184
H -1.00418 4.17732 0.65884 0.595 -0.153 -0.234
H 0.37279 5.37652 0.66145 -0.503 -0.633 0.377
H -0.47809 4.79605 2.17185 0.458 0.215 -0.066
H 1.89309 4.73374 2.53596 -0.011 -0.088 -0.074
H 2.63276 4.33837 0.93935 -0.275 -0.143 0.593
H 2.33909 2.52189 3.42587 0.518 0.281 -1.262
H 3.84276 3.23723 2.73496 -0.485 0.135 -0.056
H 3.94623 0.41494 2.82409 -0.178 0.453 -0.477
H 5.04327 1.42966 1.77836 -1.082 -0.551 0.044
H 4.84334 -0.82823 0.88325 0.126 -0.289 -0.197
H 3.98814 0.34873 -0.21383 0.181 -0.366 -0.075
H 3.39355 -2.81266 0.52847 0.305 -0.137 -0.077
H 2.92983 -1.91062 -0.93940 -0.523 -0.156 0.618
H 1.72357 -2.55969 0.28879 -1.220 -0.091 -0.119
C 2.11095 -9.23923 -3.57706 1.488 0.263 0.952
O 1.21517 -8.96373 -2.56116 -0.605 0.175 1.504
C 1.88850 -8.41052 -1.42557 -0.454 1.610 -0.260
C 0.92547 -8.23526 -0.22690 -0.104 -0.746 -2.031
O -0.15365 -7.30302 -0.56343 1.227 -1.116 0.937
C 0.22031 -5.97469 -0.36396 -1.319 1.313 0.273
C 0.03025 -5.49976 1.08985 1.149 -3.449 -0.490
O 1.00765 -6.23614 1.90021 -1.015 1.102 -0.381
C 0.77207 -6.07063 3.30150 -1.070 -0.647 -0.736
H 2.83159 -9.98022 -3.16570 0.057 0.273 -0.680
H 2.63553 -8.29515 -3.81724 0.142 -0.453 -0.366
H 1.61521 -9.64177 -4.43098 -0.474 -0.202 -0.546
H 2.28017 -7.36826 -1.72625 -0.206 -1.401 0.374
H 2.74239 -9.02464 -1.06994 -0.294 0.070 -0.435
H 1.60136 -7.99380 0.61654 -1.123 0.161 -0.069
H 0.41695 -9.21758 -0.15419 0.271 0.570 0.551
H -0.46960 -5.35450 -0.98544 0.414 -0.359 0.276
H 1.21268 -5.80622 -0.73294 0.812 0.289 -0.038
H -0.98087 -5.78923 1.35611 -0.273 0.052 0.387
H 0.17834 -4.47730 1.20599 0.215 2.040 0.210
H 0.49124 -5.02714 3.52115 -0.179 -0.468 0.125
H 1.70197 -6.30467 3.76748 0.618 -0.198 0.566
H -0.00991 -6.83221 3.62299 0.639 1.121 -0.109
C -0.62969 6.64437 -3.94791 0.142 0.668 -0.311
O -0.93600 5.32738 -4.34126 0.952 0.404 1.214
C -2.21034 5.18575 -4.89429 1.460 -2.927 -0.881
C -2.57875 3.68698 -4.71968 1.034 1.278 -0.058
O -1.51857 2.94906 -5.40290 -0.772 0.533 1.537
C -1.22922 1.74900 -4.69866 -0.646 -0.256 -2.815
C -2.30041 0.73463 -5.06481 -1.903 0.348 -1.190
O -1.78197 -0.54702 -4.87319 0.465 -0.138 1.053
C -2.69285 -1.58290 -4.98541 -1.751 -0.060 -0.615
H -0.55631 7.33675 -4.83796 0.192 -0.614 0.713
H 0.31821 6.62856 -3.36874 -0.538 0.028 -0.560
H -1.41634 7.07493 -3.30315 0.144 -0.210 -0.030
H -2.05518 5.30163 -5.94527 -0.541 0.602 -1.106
H -2.86962 5.87253 -4.47759 -1.597 1.082 0.696
H -3.53169 3.45827 -5.17316 -0.405 -0.131 -0.044
H -2.60161 3.50113 -3.63275 0.073 -0.348 -0.537
H -1.12122 1.86647 -3.65439 0.025 0.338 1.300
H -0.30092 1.39991 -5.12820 0.439 -0.247 0.033
H -2.64200 0.81582 -6.17412 0.822 0.257 1.458
H -3.26659 0.95349 -4.50967 0.965 -0.543 -0.189
H -3.09392 -1.57472 -6.02531 -0.038 -0.265 0.511
H -3.55623 -1.58945 -4.26894 0.512 0.707 -0.386
H -2.23049 -2.52282 -4.78293 0.810 -0.582 -0.131
C 0.30778 -5.84345 8.65890 -0.381 0.170 -0.302
O 1.63656 -5.82214 8.28499 0.934 -0.300 -0.240
C 1.82481 -6.22985 6.94230 -0.340 0.729 -0.446
C 3.28689 -5.92955 6.68555 -0.763 -1.985 -0.966
O 3.62653 -6.50359 5.40764 -0.487 1.727 0.368
C 4.95604 -6.20236 5.04907 -0.097 0.676 0.241
C 5.28541 -4.78275 4.53889 -0.890 -0.639 -1.091
O 4.55021 -4.53501 3.33066 -0.594 0.542 -0.090
C 3.36203 -3.72606 3.50953 -0.124 -0.426 0.272
H -0.12340 -6.81319 8.51830 -0.388 -0.883 -0.054
H -0.20902 -5.15550 8.02520 -0.864 0.621 -0.374
H 0.17565 -5.55256 9.68073 0.230 0.214 0.612
H 1.16478 -5.66799 6.21403 0.542 -0.193 0.799
H 1.57455 -7.28786 6.77655 0.222 0.002 0.259
H 3.86161 -6.52235 7.36935 0.449 0.056 0.993
H 3.44987 -4.87984 6.84272 0.361 0.627 -0.417
H 5.11585 -6.89959 4.25749 0.739 -0.397 -0.608
H 5.58129 -6.39554 5.91620 0.530 -0.290 0.148
H 6.34356 -4.72697 4.26791 0.021 -0.326 0.015
H 5.14415 -3.98765 5.25571 -0.409 0.223 0.468
H 2.57978 -4.25696 4.07718 0.570 0.186 0.333
H 2.80830 -3.47692 2.58467 1.036 -0.261 0.010
H 3.66360 -2.79691 3.99526 -0.317 0.098 0.099
```
Forces are in eV/Å.

Values from the calculation:
LUMO (eV): 1.540
Net charge: -1